--- 1 ---
15
Properties=species:S:1:pos:R:3:mulliken_charge:R:1 method="wB97M-V/def2-TZVPD" spin_multiplicity=1 homo_energy_ha="-0.3253 / -0.2722" orbital_gap_ev="9.24 / 6.31"
Br 0.129 -2.883 -1.731 -0.12
N -0.481 1.105 0.585 -0.08
N -1.363 0.162 0.716 -0.38
C 0.853 -1.685 -0.425 -0.24
C 0.777 1.281 0.655 -0.29
C -2.420 -0.007 -0.251 -0.69
C 1.885 0.233 0.646 -0.31
C 1.531 -0.607 -0.581 -0.06
H 1.724 -0.186 -1.620 0.30
H -2.405 -1.113 -0.274 0.28
H -2.306 0.757 -1.016 0.39
H 0.984 2.273 0.853 0.45
H 1.669 -0.260 1.564 0.24
H -3.440 0.170 0.338 0.23
H 2.862 0.759 0.541 0.30

***

--- 2 ---
15
Properties=species:S:1:pos:R:3:mulliken_charge:R:1 method="wB97M-V/def2-TZVPD" spin_multiplicity=1 homo_energy_ha="-0.3202 / -0.3193" orbital_gap_ev="7.41 / 7.55"
Br -3.221 -0.710 -0.901 0.09
N -0.437 0.518 1.026 -0.46
N -1.780 2.227 0.162 -0.31
C -3.361 1.098 -0.943 -0.14
C 0.653 -0.312 0.892 -0.36
C -3.041 2.056 -0.022 0.04
C -0.742 1.336 0.124 -0.07
C 0.629 -0.992 -0.481 -0.94
H 1.399 -1.708 -0.501 0.38
H 1.589 0.216 1.198 0.30
H -3.537 3.002 0.145 0.33
H -0.087 1.682 -0.686 0.32
H 0.619 -0.230 -1.232 0.33
H 0.637 -1.072 1.609 0.30
H -0.243 -1.562 -0.457 0.19

***

The least stable of them is 1.

***

--- 1 ---
7
Properties=species:S:1:pos:R:3:mulliken_charge:R:1 method="wB97M-V/def2-TZVPD" spin_multiplicity=1 homo_energy_ha="-0.6036 / -0.6036" orbital_gap_ev="9.78 / 9.77" total_charge=+1
Cl 3.246 0.091 0.078 0.28
N 1.693 0.283 -0.159 -0.17
C 0.375 0.057 0.153 0.71
C -1.011 -0.070 0.068 -0.81
H -1.506 0.190 -0.961 0.35
H -1.309 -1.085 -0.022 0.33
H -1.488 0.534 0.842 0.31

***

--- 2 ---
7
Properties=species:S:1:pos:R:3:mulliken_charge:R:1 method="wB97M-V/def2-TZVPD" spin_multiplicity=1 homo_energy_ha=-0.5501 orbital_gap_ev=10.15 total_charge=+1
Cl -3.258 0.018 -0.035 -0.02
N 0.965 -0.025 0.024 -0.46
C -0.411 0.032 -0.109 0.00
C -1.636 -0.085 0.109 0.15
H 1.483 0.963 -0.195 0.45
H 1.424 -0.376 1.001 0.44
H 1.433 -0.526 -0.794 0.43

***

The least stable of them is 1.

***

--- 1 ---
9
Properties=species:S:1:pos:R:3:mulliken_charge:R:1 method="wB97M-V/def2-TZVPD" spin_multiplicity=1 homo_energy_ha=-0.1213 orbital_gap_ev=7.42 total_charge=-1
S 0.270 0.654 0.113 0.97
F 0.449 -2.065 -0.198 -0.33
O -0.334 1.499 1.143 -0.65
O 1.334 1.342 -0.634 -0.66
N -1.136 0.594 -0.947 -0.66
C 0.534 -1.019 0.874 -0.35
H 1.563 -1.036 1.226 0.10
H -1.705 0.288 -0.181 0.29
H -0.974 -0.257 -1.394 0.29

***

--- 2 ---
9
Properties=species:S:1:pos:R:3:mulliken_charge:R:1 method="wB97M-V/def2-TZVPD" spin_multiplicity=1 homo_energy_ha=-0.1245 orbital_gap_ev=7.40 total_charge=-1
S 1.132 -0.481 0.046 0.90
F 0.932 2.080 0.145 -0.26
O 1.970 -0.434 1.229 -0.59
O 1.490 -1.449 -1.009 -0.60
N -0.615 -0.990 0.956 -0.63
C 0.675 1.065 -0.846 -0.36
H 1.474 1.182 -1.552 0.10
H -0.376 -1.810 1.480 0.22
H -1.324 -1.276 0.336 0.23

***

The least stable of them is 2.

***

--- 1 ---
23
Properties=species:S:1:pos:R:3:mulliken_charge:R:1 method="wB97M-V/def2-TZVPD" spin_multiplicity=1 homo_energy_ha=-0.3733 orbital_gap_ev=9.73
O 2.074 -2.267 2.256 -0.49
O 1.149 -0.387 1.397 -0.40
N -0.183 -2.212 1.627 -0.56
N -0.837 -1.437 0.946 -0.12
C 1.146 -1.682 1.808 0.51
C -1.387 0.148 -1.288 -1.73
C -0.014 0.115 -0.662 1.90
C -0.182 -0.202 0.777 0.97
C 0.851 -0.909 -1.369 -2.02
C 0.719 1.562 -0.706 -1.53
C -0.884 1.021 1.523 -1.58
H 0.063 2.249 -1.177 0.35
H -1.409 0.504 2.301 0.47
H 1.852 -0.689 -0.967 0.53
H 0.471 -1.941 -1.284 0.41
H -0.075 1.598 1.989 0.41
H -1.408 1.612 0.865 0.35
H -1.885 0.982 -1.632 0.49
H 1.650 1.452 -1.245 0.39
H 0.710 -0.701 -2.412 0.54
H -2.199 -0.347 -0.770 0.36
H -1.182 -0.335 -2.270 0.39
H 0.960 1.865 0.294 0.36

***

--- 2 ---
23
Properties=species:S:1:pos:R:3:mulliken_charge:R:1 method="wB97M-V/def2-TZVPD" spin_multiplicity=1 homo_energy_ha=-0.3639 orbital_gap_ev=10.56
O 1.313 2.587 -0.080 -0.60
O 3.227 -1.586 -0.185 -0.64
N 1.040 -0.876 -0.245 -0.02
N 2.565 0.606 0.122 -0.03
C 2.366 -0.741 -0.018 0.23
C -1.489 -0.654 1.742 -1.25
C -1.556 -0.494 -1.737 -1.02
C 1.389 1.374 0.084 -0.03
C -0.315 0.370 1.438 -0.70
C 0.255 0.291 0.022 1.07
C -0.698 0.623 -1.163 -0.74
H -2.391 -0.488 1.117 0.22
H 3.486 0.973 0.013 0.25
H -0.059 1.077 -1.974 0.37
H 0.681 -1.691 -0.626 0.14
H -2.147 -0.077 -2.623 0.35
H -1.094 -1.613 1.459 0.38
H -1.730 -0.658 2.803 0.39
H -0.963 -1.371 -2.025 0.31
H 0.501 0.271 2.149 0.45
H -1.373 1.467 -0.921 0.33
H -0.735 1.379 1.545 0.34
H -2.274 -0.768 -0.899 0.21

***

The least stable of them is 1.

***

--- 1 ---
9
Properties=species:S:1:pos:R:3:mulliken_charge:R:1 method="wB97M-V/def2-TZVPD" spin_multiplicity=1 homo_energy_ha=-0.3710 orbital_gap_ev=9.93
Si -1.303 -0.472 -0.058 0.39
F 2.478 0.957 -0.089 -0.20
F 1.944 -1.112 -0.114 -0.19
C 0.240 0.442 0.068 -0.47
C 1.494 0.103 -0.081 0.62
H -1.079 -1.831 0.265 -0.13
H -2.056 -0.557 -1.349 -0.10
H 0.344 2.182 0.384 0.19
H -2.062 0.290 0.975 -0.10

***

--- 2 ---
9
Properties=species:S:1:pos:R:3:mulliken_charge:R:1 method="wB97M-V/def2-TZVPD" spin_multiplicity=1 homo_energy_ha=-0.4038 orbital_gap_ev=11.54
Si 1.406 0.251 -0.306 0.55
F -1.628 1.321 0.067 -0.20
F 3.026 0.313 -0.339 -0.28
C -2.018 -1.071 0.477 -0.05
C -1.653 0.052 0.291 -0.13
H 0.981 1.482 -1.023 -0.10
H 0.906 -0.982 -0.977 -0.07
H -2.220 -2.041 0.801 0.39
H 1.200 0.676 1.010 -0.10

***

The least stable of them is 1.

***

--- 1 ---
7
Properties=species:S:1:pos:R:3:mulliken_charge:R:1 method="wB97M-V/def2-TZVPD" spin_multiplicity=1 homo_energy_ha=-0.4315 orbital_gap_ev=10.98
F -1.472 1.539 -0.607 -0.29
O 0.074 0.695 0.751 -0.25
O -2.923 -0.867 0.357 -0.47
O -0.948 -1.309 -0.421 -0.55
N -1.201 0.786 0.760 0.15
N -1.784 -0.688 0.171 1.02
H 0.294 -0.138 0.269 0.39

***

--- 2 ---
7
Properties=species:S:1:pos:R:3:mulliken_charge:R:1 method="wB97M-V/def2-TZVPD" spin_multiplicity=1 homo_energy_ha="-0.4080 / -0.4081" orbital_gap_ev="10.10 / 10.10"
F 1.254 -1.130 1.437 -0.31
O -0.430 0.290 -1.960 -0.51
O 0.112 -0.001 1.420 -0.06
O -1.330 -0.966 -0.422 -0.45
N -0.707 -0.112 -0.894 1.05
N 0.133 0.701 0.379 -0.04
H 0.968 1.219 0.038 0.31

***

The least stable of them is 2.